[1]
{
  "formula": "C31H32Cl5CuF3N4P2",
  "method": "ωB97M-V with the def2-TZVPD basis set",
  "gap_ev": [6.0, 6.4],
  "spin_multiplicity": 2,
  "e_tot_ha": -6343.239534,
  "charge": 0,
  "species": ["Cu", "C", "P", "C", "N", "C", "C", "C", "C", "C", "C", "N", "C", "P", "C", "C", "C", "C", "C", "C", "C", "C", "C", "H", "H", "H", "H", "H", "H", "H", "H", "H", "H", "H", "H", "H", "H", "H", "H", "H", "H", "H", "H", "H", "H", "H", "H", "H", "H", "H", "H", "Cl", "C", "C", "C", "Cl", "C", "Cl", "C", "Cl", "C", "Cl", "F", "C", "F", "F", "C", "C", "C", "N", "C", "C", "H", "H", "H", "H", "N", "C"],
  "coordinates": [[-0.690, 1.975, -0.150], [0.799, -1.229, -3.497], [0.097, -1.015, -1.816], [0.957, -2.395, -0.925], [1.257, -3.517, -1.525], [1.666, -4.568, -0.764], [1.990, -5.800, -1.383], [2.291, -6.883, -0.613], [2.283, -6.791, 0.804], [1.991, -5.611, 1.421], [1.694, -4.469, 0.639], [1.500, -3.269, 1.246], [1.222, -2.247, 0.488], [1.194, -0.576, 1.270], [2.365, 0.418, 0.332], [1.889, -0.691, 2.991], [2.095, 0.746, 3.497], [3.247, -1.405, 3.020], [0.887, -1.427, 3.885], [-1.633, -1.730, -1.989], [-1.690, -3.246, -2.155], [-2.251, -1.056, -3.220], [-2.420, -1.325, -0.741], [0.651, -2.241, -3.874], [1.869, -1.025, -3.454], [0.344, -0.504, -4.170], [1.971, -5.850, -2.463], [2.530, -7.829, -1.081], [2.520, -7.665, 1.396], [1.995, -5.513, 2.499], [3.374, 0.027, 0.455], [2.311, 1.440, 0.705], [2.095, 0.425, -0.722], [2.927, 1.235, 2.990], [2.341, 0.692, 4.560], [1.203, 1.363, 3.394], [3.971, -0.946, 2.344], [3.160, -2.463, 2.779], [3.647, -1.312, 4.033], [-0.079, -0.920, 3.912], [1.289, -1.451, 4.902], [0.742, -2.453, 3.550], [-1.019, -3.607, -2.936], [-2.711, -3.531, -2.428], [-1.439, -3.765, -1.227], [-3.335, -1.189, -3.192], [-1.880, -1.495, -4.147], [-2.052, 0.018, -3.244], [-1.962, -1.708, 0.175], [-3.434, -1.731, -0.800], [-2.495, -0.240, -0.650], [-3.668, 2.690, -1.258], [-2.399, 2.687, -2.473], [-1.102, 2.461, -2.051], [-0.153, 2.455, -3.059], [1.533, 2.240, -2.599], [-0.450, 2.608, -4.410], [0.780, 2.518, -5.618], [-1.776, 2.824, -4.785], [-2.187, 3.026, -6.446], [-2.765, 2.878, -3.804], [-4.408, 3.151, -4.258], [-0.968, 8.066, 3.374], [-1.915, 7.122, 3.451], [-3.077, 7.687, 3.087], [-2.035, 6.773, 4.741], [-1.596, 5.924, 2.594], [-0.489, 5.904, 1.770], [-0.254, 4.758, 1.025], [-1.032, 3.679, 1.079], [-2.106, 3.718, 1.874], [-2.428, 4.818, 2.644], [0.174, 6.754, 1.697], [0.594, 4.701, 0.352], [-2.712, 2.821, 1.903], [-3.310, 4.809, 3.270], [-1.152, 0.603, 2.336], [-0.373, 0.677, 1.442]],
  "mulliken_charge": [-0.86, -1.58, 1.16, 0.17, -0.48, 0.21, -0.52, -0.51, -0.53, -0.70, 0.16, -0.18, -0.15, 1.08, -0.90, 1.81, -1.78, -1.77, -1.80, 2.16, -2.02, -1.94, -1.67, 0.38, 0.42, 0.32, 0.46, 0.39, 0.40, 0.44, 0.50, 0.40, -0.22, 0.36, 0.54, 0.36, 0.32, 0.28, 0.54, 0.36, 0.54, 0.26, 0.32, 0.56, 0.35, 0.53, 0.34, 0.33, 0.30, 0.55, 0.07, -0.19, 1.71, -1.66, 1.35, -0.18, -0.21, -0.18, 0.45, -0.19, -0.20, -0.19, -0.28, 0.74, -0.25, -0.25, 0.50, -0.77, -0.50, 0.18, -0.41, -0.98, 0.47, 0.46, 0.54, 0.41, -0.82, 0.72]
}

***

[2]
{
  "formula": "C31H32FN2O3Sr",
  "method": "ωB97M-V with the def2-TZVPD basis set",
  "de_lowest_kcal_mol": 7.0,
  "gap_ev": 2.7,
  "e_tot_ha": -1666.321196,
  "charge": -1,
  "species": ["Sr", "C", "C", "C", "C", "C", "C", "C", "C", "C", "H", "H", "H", "H", "H", "H", "H", "H", "H", "H", "H", "H", "C", "C", "C", "C", "C", "C", "C", "F", "C", "C", "C", "O", "C", "C", "N", "C", "C", "O", "O", "H", "H", "H", "H", "H", "H", "H", "H", "H", "H", "H", "C", "C", "C", "C", "C", "C", "C", "C", "N", "H", "H", "H", "H", "H", "H", "H", "H", "H"],
  "coordinates": [[-6.496, 1.998, 19.571], [-5.096, -2.216, 18.470], [-5.253, -1.404, 19.733], [-4.119, -0.802, 20.340], [-4.167, -0.003, 21.488], [-2.927, 0.573, 22.091], [-5.456, 0.337, 21.924], [-6.611, -0.237, 21.432], [-7.919, -0.182, 22.229], [-6.493, -1.093, 20.296], [-6.123, -2.295, 18.028], [-4.625, -3.187, 18.673], [-4.482, -1.709, 17.726], [-3.189, -0.992, 19.858], [-3.068, 0.968, 23.137], [-2.507, 1.271, 21.361], [-2.200, -0.253, 22.167], [-5.547, 1.071, 22.734], [-7.781, 0.507, 23.052], [-8.084, -1.203, 22.667], [-8.757, 0.062, 21.630], [-7.410, -1.508, 19.831], [-13.181, 2.587, 15.233], [-11.972, 2.022, 14.435], [-12.337, 0.910, 13.471], [-11.212, 0.398, 12.616], [-9.857, 0.424, 13.341], [-8.718, -0.179, 12.790], [-7.471, -0.073, 13.451], [-6.381, -0.455, 12.731], [-7.260, 0.553, 14.699], [-8.466, 0.917, 15.375], [-8.404, 1.338, 16.845], [-7.292, 1.533, 17.369], [-9.650, 1.549, 17.435], [-10.777, 1.708, 16.664], [-10.804, 1.527, 15.285], [-9.701, 0.982, 14.709], [-9.801, 1.750, 18.957], [-10.930, 2.159, 19.368], [-8.836, 1.533, 19.749], [-13.991, 3.011, 14.652], [-12.777, 3.321, 16.017], [-13.526, 1.703, 15.779], [-11.528, 2.904, 13.847], [-13.126, 1.274, 12.798], [-12.717, 0.092, 14.110], [-11.230, 1.096, 11.672], [-11.410, -0.608, 12.269], [-8.789, -0.755, 11.865], [-6.322, 0.497, 15.266], [-11.683, 1.979, 17.099], [-5.044, 6.560, 18.922], [-6.488, 6.616, 19.352], [-7.145, 7.841, 19.464], [-8.416, 7.981, 20.066], [-9.013, 6.867, 20.739], [-8.441, 5.636, 20.726], [-9.060, 4.509, 21.494], [-7.200, 5.390, 19.867], [-6.627, 4.259, 19.878], [-4.351, 6.764, 19.767], [-4.821, 7.288, 18.099], [-4.842, 5.498, 18.628], [-6.686, 8.698, 19.036], [-8.901, 8.944, 20.205], [-9.928, 6.988, 21.328], [-9.188, 4.699, 22.575], [-8.460, 3.646, 21.450], [-10.038, 4.238, 21.019]],
  "mulliken_charge": [2.09, -1.51, 0.87, -0.55, 0.43, -1.38, -0.25, -0.05, -1.56, 0.07, 0.33, 0.35, 0.36, 0.44, 0.35, 0.29, 0.40, 0.26, 0.40, 0.34, 0.24, 0.17, -1.70, 0.49, -0.90, -0.67, 0.68, -0.82, 0.29, -0.34, -1.01, 0.38, 1.37, -1.11, -0.63, -0.60, 0.23, -0.24, 0.02, -0.80, -0.49, 0.38, 0.44, 0.41, 0.24, 0.37, 0.30, 0.28, 0.38, 0.43, 0.43, 0.89, -1.28, 0.53, -0.36, -0.89, -0.24, 0.65, -1.17, -0.07, -1.08, 0.20, 0.34, 0.16, 0.36, 0.26, 0.31, 0.38, -0.05, 0.15]
}

***

[3]
{
  "formula": "C31H32N5S2TeZr",
  "method": "ωB97M-V with the def2-TZVPD basis set",
  "de_lowest_kcal_mol": 54.9,
  "gap_ev": 5.4,
  "e_tot_ha": -2584.865554,
  "charge": 3,
  "species": ["Zr", "C", "C", "C", "C", "C", "C", "C", "C", "C", "C", "H", "H", "H", "H", "H", "H", "H", "H", "H", "H", "H", "H", "H", "H", "N", "C", "C", "C", "C", "C", "C", "S", "N", "C", "C", "C", "C", "C", "C", "N", "H", "H", "H", "H", "H", "H", "H", "H", "H", "Te", "C", "C", "C", "C", "S", "H", "H", "H", "N", "C", "C", "C", "N", "C", "C", "H", "H", "H", "H", "H", "H"],
  "coordinates": [[-0.551, 0.500, 0.149], [-3.233, 1.526, 2.970], [-1.836, 2.102, 3.205], [-1.784, 3.575, 2.788], [-0.718, 1.233, 2.650], [-0.677, -0.149, 2.962], [0.518, -0.857, 2.965], [1.727, -0.236, 2.623], [3.031, -0.918, 2.865], [1.678, 1.085, 2.178], [0.478, 1.810, 2.159], [-3.960, 2.169, 3.456], [-3.356, 0.537, 3.403], [-3.467, 1.499, 1.908], [-1.654, 2.080, 4.291], [-1.803, 3.712, 1.705], [-0.918, 4.091, 3.196], [-2.664, 4.066, 3.196], [-1.548, -0.626, 3.403], [0.534, -1.860, 3.373], [3.298, -0.791, 3.918], [3.832, -0.480, 2.273], [2.966, -1.987, 2.679], [2.605, 1.609, 1.975], [0.530, 2.888, 2.012], [2.302, -2.811, -0.017], [1.677, -4.082, 0.021], [2.413, -5.221, -0.270], [1.789, -6.463, -0.306], [0.432, -6.566, -0.061], [-0.316, -5.427, 0.226], [0.316, -4.202, 0.280], [-0.618, -2.736, 0.730], [0.372, -1.477, 0.114], [1.656, -1.639, -0.137], [2.394, -0.422, -0.538], [3.763, -0.401, -0.812], [4.380, 0.810, -1.087], [3.611, 1.967, -1.109], [2.248, 1.861, -0.879], [1.645, 0.706, -0.577], [3.294, -2.854, -0.202], [3.470, -5.143, -0.471], [2.364, -7.343, -0.547], [-0.054, -7.527, -0.075], [-1.373, -5.501, 0.431], [4.355, -1.303, -0.811], [5.442, 0.847, -1.275], [4.061, 2.925, -1.311], [1.603, 2.740, -0.929], [-3.044, -0.755, -0.161], [-3.614, 1.265, -0.512], [-2.777, 2.343, -0.318], [-3.434, 3.585, -0.482], [-4.755, 3.426, -0.775], [-5.217, 1.780, -0.871], [-1.697, 2.228, -0.027], [-2.963, 4.545, -0.382], [-5.479, 4.205, -0.923], [-1.015, 0.710, -6.220], [-0.920, 0.763, -4.902], [-0.539, -0.369, -4.136], [-0.478, -0.297, -2.774], [-0.702, 0.837, -2.055], [-1.038, 1.930, -2.789], [-1.176, 1.937, -4.152], [-0.829, -0.148, -6.716], [-1.331, 1.497, -6.769], [-0.312, -1.303, -4.624], [-0.254, -1.196, -2.200], [-1.215, 2.855, -2.246], [-1.462, 2.848, -4.656]],
  "mulliken_charge": [-0.93, -1.28, 0.46, -1.70, -0.06, 0.06, -1.10, 1.02, -1.82, -0.45, -0.25, 0.49, 0.41, 0.30, 0.45, 0.24, 0.41, 0.46, 0.41, 0.57, 0.47, 0.38, 0.38, 0.68, 0.41, 0.17, 0.00, -0.77, -0.70, -0.74, -0.87, 1.14, -0.16, 0.38, 0.78, 0.53, -0.99, -0.78, -1.10, -0.34, 1.06, 0.17, 0.45, 0.44, 0.44, 0.50, 0.56, 0.51, 0.52, 0.41, 0.23, 0.01, 0.43, -1.38, -0.61, -0.03, 1.20, 0.48, 0.47, -0.40, 0.93, -0.94, -0.67, 0.55, -0.53, -0.96, 0.22, 0.23, 0.45, 0.71, 0.57, 0.40]
}